# 1
Density functional theory data (wB97M-V/def2-TZVPD) for C24H26BrN6O4S3Ti as an isolated structure.

## Properties
Net charge: 0
HOMO (alpha / beta), eV: -8.1 / -8.0
Expectation value of S²: 0.77
E_tot, Ha: -6177.74494
Energy relative to the best compared isomer or geometry (same formula, charge and spin), eV: 1.505
Spin multiplicity: 2

Each line ends with the Mulliken spin population.
Atoms and positions in Å:
1 Ti -0.499 -0.418 -1.002  -0.062
2 O -4.293 -1.923 -1.408  0.000
3 C -4.136 -3.155 -0.873  -0.001
4 C -5.253 -3.989 -0.886  0.000
5 C -5.194 -5.252 -0.331  0.000
6 C -4.016 -5.717 0.243  0.000
7 C -2.906 -4.893 0.248  0.001
8 C -2.945 -3.614 -0.299  -0.001
9 C -1.725 -2.743 -0.178  0.001
10 O -1.568 -1.853 -1.275  -0.033
11 N -1.807 -1.944 1.033  0.009
12 N -1.082 -0.735 0.845  0.062
13 C -1.382 0.122 1.906  -0.014
14 C -0.956 1.339 2.138  0.034
15 Br -2.428 1.235 -1.288  0.002
16 C -0.529 2.537 2.440  -0.007
17 C 0.577 2.842 3.367  0.001
18 C 1.072 1.890 4.258  0.001
19 C 2.146 2.183 5.082  0.000
20 C 2.741 3.439 5.037  -0.001
21 C 2.239 4.403 4.174  0.000
22 C 1.162 4.107 3.351  0.000
23 H -3.437 -1.468 -1.478  -0.002
24 H -6.160 -3.614 -1.340  0.000
25 H -6.073 -5.883 -0.352  0.000
26 H -3.965 -6.707 0.673  0.000
27 H -1.976 -5.239 0.685  0.000
28 H -0.822 -3.365 -0.133  0.008
29 H -2.786 -1.726 1.223  0.002
30 H -2.134 -0.262 2.593  0.001
31 H -1.012 3.389 1.967  0.002
32 H 0.596 0.918 4.304  0.000
33 H 2.514 1.434 5.772  0.000
34 H 3.576 3.668 5.685  0.000
35 H 2.682 5.390 4.148  0.000
36 H 0.769 4.862 2.679  0.000
37 S 1.327 -2.142 -1.535  0.386
38 C 2.592 -1.302 -2.371  0.017
39 S 3.656 -0.816 -1.148  0.639
40 C 2.704 -1.137 -3.719  -0.056
41 C 1.693 -1.593 -4.612  0.009
42 N 0.870 -1.944 -5.335  -0.001
43 C 3.808 -0.407 -4.247  -0.007
44 N 4.674 0.232 -4.655  0.002
45 C 1.940 2.175 -3.534  -0.008
46 S 0.257 1.942 -2.969  0.000
47 C -0.666 2.169 -4.485  0.000
48 O 0.207 0.430 -2.744  0.007
49 H 2.094 1.724 -4.511  0.000
50 H 2.566 1.681 -2.790  0.005
51 H 2.159 3.242 -3.559  0.000
52 H -0.984 3.208 -4.545  0.000
53 H -1.541 1.530 -4.375  0.000
54 H -0.073 1.878 -5.348  0.000
55 C 2.029 -0.631 1.962  -0.001
56 N 2.254 0.762 1.617  0.005
57 C 1.662 1.412 0.618  -0.004
58 N 2.000 2.704 0.417  0.000
59 O 0.791 0.909 -0.126  0.005
60 H 2.979 -1.162 1.991  -0.005
61 H 1.397 -1.088 1.208  0.002
62 H 1.532 -0.704 2.929  0.000
63 H 2.899 1.284 2.187  -0.001
64 H 2.692 3.179 0.967  0.000
65 H 1.498 3.207 -0.292  0.000

***

# 2
Density functional theory data (wB97M-V/def2-TZVPD) for a 6-piece molecular cluster, C40H72N7O5P overall in a non-equilibrium geometry.

## Properties
Net charge: 0
HOMO, eV: -8.0
E_tot, Ha: -2667.49244
Spin multiplicity: 1

Each line ends with the Mulliken charge.
Atoms and positions in Å:
1 C 4.257 -0.044 -2.711  -0.678
2 C 3.972 -1.614 -2.206  -0.381
3 C 2.792 -1.514 -1.071  -0.497
4 C 1.371 -0.997 -1.762  -0.532
5 C 2.624 -2.841 -0.123  0.683
6 P 2.126 -2.037 1.567  -0.052
7 N 3.125 -2.726 2.914  -0.521
8 O 0.489 -2.432 2.011  -0.420
9 C 4.056 -3.616 0.251  0.076
10 O 5.184 -2.966 0.648  -0.609
11 O 3.873 -5.057 0.022  -0.363
12 C 2.417 -5.412 0.101  -0.216
13 C 2.228 -5.610 1.716  -0.577
14 O 1.541 -6.934 1.889  -0.160
15 N 1.245 -7.149 3.183  0.098
16 O 2.117 -7.899 3.615  -0.320
17 C 1.743 -4.129 -0.666  1.372
18 C 2.134 -4.473 -2.256  -1.541
19 C 0.109 -3.995 -0.777  -0.396
20 C -0.737 -5.046 0.154  -0.251
21 C -2.371 -4.690 0.105  0.016
22 C -2.969 -4.625 -1.424  -1.057
23 C -2.717 -3.350 1.020  -0.168
24 C -4.233 -2.730 0.695  0.289
25 C -4.473 -1.570 1.870  -0.560
26 C -4.304 -0.100 1.643  0.380
27 C -4.815 0.703 0.302  -0.846
28 C -3.536 0.838 2.794  -0.638
29 H 3.697 0.739 -2.022  0.180
30 H 5.417 0.204 -2.603  0.365
31 H 3.911 0.046 -3.826  -0.019
32 H 3.530 -2.215 -3.113  0.209
33 H 5.005 -2.004 -1.819  0.236
34 H 3.113 -0.626 -0.341  0.535
35 H 1.050 -1.684 -2.658  0.051
36 H 0.583 -0.937 -0.891  -0.056
37 H 1.531 0.129 -2.124  0.412
38 H 2.584 -2.685 3.807  0.260
39 H 3.998 -2.135 2.964  0.290
40 H -0.132 -1.669 1.781  0.295
41 H 2.434 -6.459 -0.469  0.504
42 H 1.532 -4.824 2.233  0.222
43 H 3.243 -5.677 2.321  0.474
44 H 3.286 -4.354 -2.442  0.276
45 H 1.802 -5.605 -2.403  0.383
46 H 1.577 -3.779 -3.019  0.319
47 H -0.277 -2.906 -0.503  -0.338
48 H -0.250 -4.175 -1.897  0.361
49 H -0.458 -4.976 1.311  0.004
50 H -0.552 -6.160 -0.213  0.313
51 H -2.905 -5.595 0.660  0.336
52 H -2.607 -3.665 -1.988  0.205
53 H -2.572 -5.602 -1.983  0.353
54 H -4.154 -4.703 -1.357  0.193
55 H -1.950 -2.459 0.841  -0.388
56 H -2.739 -3.591 2.189  0.353
57 H -4.164 -2.284 -0.386  0.261
58 H -5.024 -3.616 0.793  -0.221
59 H -4.768 -1.920 2.973  0.272
60 H -4.024 1.526 -0.043  0.173
61 H -5.041 -0.013 -0.604  0.240
62 H -5.795 1.299 0.609  0.252
63 H -3.145 1.828 2.253  -0.025
64 H -4.358 1.167 3.573  0.298
65 H -2.632 0.291 3.296  0.238
66 C -0.845 5.328 -0.600  -1.172
67 C -1.039 4.773 0.808  -0.184
68 C -0.046 3.660 1.150  0.499
69 C -0.221 2.500 0.184  -0.010
70 N -0.367 1.538 -0.618  -0.580
71 H -1.015 4.562 -1.363  0.392
72 H -1.556 6.138 -0.789  0.342
73 H 0.168 5.726 -0.729  0.244
74 H -2.065 4.398 0.903  0.412
75 H -0.925 5.588 1.530  -0.060
76 H -0.216 3.305 2.172  0.400
77 H 0.983 4.030 1.086  -0.293
78 C -8.469 -6.040 -1.106  -1.185
79 C -8.470 -4.996 0.007  -0.310
80 C -8.747 -3.581 -0.505  -0.307
81 C -7.670 -3.175 -1.498  0.263
82 N -6.776 -2.838 -2.321  -0.546
83 H -7.676 -5.851 -1.836  0.337
84 H -8.296 -7.038 -0.691  0.342
85 H -9.429 -6.051 -1.634  0.323
86 H -7.501 -5.024 0.520  0.155
87 H -9.233 -5.266 0.745  0.331
88 H -8.751 -2.874 0.331  0.279
89 H -9.725 -3.534 -0.995  0.340
90 C 4.740 7.157 2.594  -0.992
91 C 4.740 5.723 2.072  -0.403
92 C 3.987 5.571 0.749  -0.316
93 C 2.534 5.979 0.936  0.330
94 N 1.329 6.318 1.090  -0.605
95 H 3.726 7.508 2.811  0.160
96 H 5.313 7.223 3.524  0.324
97 H 5.193 7.839 1.865  0.315
98 H 4.293 5.070 2.832  0.294
99 H 5.776 5.395 1.934  0.315
100 H 4.027 4.530 0.412  0.231
101 H 4.441 6.198 -0.026  0.335
102 C 5.681 1.985 -7.580  -1.196
103 C 4.853 0.752 -7.231  -0.300
104 C 3.360 1.058 -7.092  -0.357
105 C 3.144 2.070 -5.979  0.221
106 N 2.966 2.911 -5.056  -0.524
107 H 5.626 2.744 -6.793  0.364
108 H 6.735 1.714 -7.697  0.334
109 H 5.338 2.435 -8.518  0.304
110 H 5.233 0.323 -6.296  0.201
111 H 4.993 -0.003 -8.012  0.337
112 H 2.809 0.141 -6.855  0.279
113 H 2.961 1.461 -8.029  0.374
114 C -0.954 7.967 6.339  -1.183
115 C -1.058 8.045 4.819  -0.572
116 C 0.064 7.289 4.106  0.176
117 C 1.409 7.882 4.493  0.221
118 N 2.525 8.373 4.814  -0.560
119 H -0.033 8.431 6.706  0.362
120 H -1.791 8.496 6.805  0.348
121 H -0.976 6.926 6.681  0.294
122 H -1.047 9.100 4.517  0.327
123 H -2.024 7.631 4.507  0.354
124 H -0.063 7.364 3.021  -0.017
125 H 0.046 6.228 4.378  0.268

***

Which formula does entry 2 have?
C40H72N7O5P

***

Number 1 is which compound?
C24H26BrN6O4S3Ti

***

Which of these has the highest spin multiplicity?
C24H26BrN6O4S3Ti

***

net charge of number 1 (C24H26BrN6O4S3Ti)?
0